This record from the OMol25 dataset describes a structure of composition C33H57ClN2O2RuSi at a distorted geometry. The level of theory is the ωB97M-V functional and the def2-TZVPD basis.

<S²>: 8.766
Orbital gap (alpha / beta), eV: 7.38 / 6.34
Energy above the lowest of the compared OMol25 structures with the same formula, charge and spin, kJ/mol: 0.0

```
! wB97M-V def2-TZVPD RIJCOSX def2/J DEFGRID3
* xyz 1 6
O -2.08302 -0.35551 1.84281
O 1.37267 4.65108 2.47931
C -2.93028 0.57996 1.10181
C -4.35867 0.61807 1.59113
H -2.89567 0.25908 0.05645
H -2.44694 1.56741 1.13244
H -4.86788 -0.34916 1.50290
H -4.87835 1.33099 0.93900
H -4.43560 0.99597 2.61474
C -1.48320 0.18352 3.07016
C -1.67635 1.66754 3.32476
H -0.41488 -0.07145 3.05965
H -1.94315 -0.43012 3.84408
H -1.15966 2.27250 2.56934
H -1.21357 1.90387 4.29177
H -2.73448 1.94664 3.39589
C 2.35567 3.64055 2.65967
C 1.42857 5.25440 1.19289
C 2.28872 3.15332 4.09703
H 3.36091 4.05412 2.44754
H 2.17975 2.79322 1.96672
H 2.36327 3.99284 4.79663
H 3.11096 2.46270 4.29188
H 1.34991 2.62247 4.29103
C 0.87379 6.66548 1.28055
H 0.81114 4.66334 0.48856
H 2.46751 5.29035 0.81219
H -0.13858 6.67351 1.69148
H 0.84002 7.10945 0.28675
H 1.51448 7.29281 1.90723
H 0.98110 0.87446 -2.04745
N -1.61562 -2.07382 -0.96661
C -0.96662 -2.48959 -2.05856
C 0.41914 -2.50152 -2.12314
C 1.30846 -2.54693 -1.06261
C -1.75975 -2.90564 -3.26303
H -2.33405 -2.07944 -3.70036
H -2.44434 -3.73050 -3.02189
H -1.04123 -3.24592 -4.01657
C 2.77636 -2.70357 -1.32696
H 3.14850 -3.67595 -0.97147
H 3.37332 -1.91090 -0.85714
H 2.93605 -2.66190 -2.40665
N 0.89926 -2.60035 0.21962
C -3.04273 -1.99228 -0.96973
C -3.68778 -0.98376 -1.72071
C -2.90303 0.02094 -2.52377
C -5.07649 -0.89947 -1.63094
H -5.58887 -0.14137 -2.22829
C -5.78208 -1.73878 -0.76836
H -6.85670 -1.60019 -0.65495
C -5.12983 -2.74666 -0.06579
H -5.67248 -3.42300 0.59383
C -3.74792 -2.91449 -0.18634
C -3.00757 -4.01278 0.50565
C 1.89016 -2.90322 1.19952
C 2.68414 -1.86153 1.70009
C 2.49641 -0.44802 1.23383
C 3.71229 -2.20556 2.57654
H 4.35082 -1.40875 2.96487
C 3.92869 -3.54093 2.91387
H 4.73978 -3.79701 3.59586
C 3.12672 -4.55739 2.39153
H 3.28635 -5.60447 2.65627
C 2.09558 -4.25811 1.50647
C 1.22287 -5.30602 0.88863
Ru -0.85571 -1.82922 0.86001
H -2.96665 1.03712 -2.10099
H -3.30347 0.06795 -3.54735
H -1.83653 -0.22518 -2.59397
H -2.38306 -4.59105 -0.19665
H -3.73105 -4.70364 0.96251
H -2.34898 -3.63106 1.32074
H 2.76816 0.25757 2.03325
H 1.45591 -0.22101 0.94858
H 3.13667 -0.19744 0.36976
H 0.16669 -5.00117 0.86962
H 1.28203 -6.22286 1.48715
H 1.51054 -5.56887 -0.14218
H 0.85201 -2.62580 -3.11498
C 0.81484 1.93019 -2.11793
Si 1.92944 2.72893 -3.40682
H -0.23844 2.10299 -2.37764
H 0.97946 2.38411 -1.13060
C 1.10307 4.30433 -4.00264
C 2.10408 1.46844 -4.79225
C 3.62481 2.97136 -2.63145
H 3.54083 3.35630 -1.60642
H 4.25664 3.66158 -3.20513
H 4.14358 2.00192 -2.57901
H 0.03340 4.12024 -4.17897
H 1.53406 4.66695 -4.94559
H 1.18130 5.11530 -3.26589
H 1.11086 1.11633 -5.10254
H 2.66691 0.59875 -4.42326
H 2.62008 1.86223 -5.67675
Cl -0.52747 -2.79984 2.88577
*
```

Atomic partial charges in e from the Mulliken method, atoms 1 to 5: number 1, O, carries -0.2400; number 2, O, carries -0.3845; number 3, C, carries 0.8323; number 4, C, carries -1.2823; number 5, H, carries -0.6920

=====

This record from the OMol25 dataset describes a structure of composition C33H57EuN4OP2 at a distorted geometry. The level of theory is the ωB97M-V functional and the def2-TZVPD basis.

<S²>: 15.761
Orbital gap (alpha / beta), eV: 6.95 / 7.00
Energy above the lowest of the compared OMol25 structures with the same formula, charge and spin, kJ/mol: 239.1

```
! wB97M-V def2-TZVPD RIJCOSX def2/J DEFGRID3
* xyz 1 8
C -1.13542 -1.96851 -1.62249
C 1.03474 -1.12485 -1.44464
C -0.81255 -2.69274 -2.76731
C 1.42014 -1.90209 -2.56783
C 0.49172 -2.68409 -3.23381
H -1.59674 -3.28058 -3.24729
H 2.46310 -1.91193 -2.86871
H 0.78464 -3.27674 -4.10795
N -0.24189 -1.23399 -0.94742
P -3.04064 -1.00879 0.27204
P 2.84854 1.05654 -0.47667
C -2.60466 -1.98943 -1.20720
H -3.18760 -1.59923 -2.05733
H -2.89762 -3.04540 -1.08160
C -0.00230 3.45880 1.99704
O 0.58511 4.37451 1.63341
C 2.02057 -0.47794 -0.60548
H 2.51543 -1.24113 0.01548
C 4.29612 1.29572 -1.66123
C 3.41075 1.00943 1.33591
C -4.32520 0.31730 -0.27261
C -3.70507 -2.38437 1.39597
C 4.25025 2.75835 -2.14667
H 4.63086 3.42788 -1.36073
H 4.91092 2.86994 -3.01933
H 3.25263 3.12161 -2.40780
C 5.69142 1.11400 -1.04703
H 5.89143 1.80684 -0.22198
H 5.87228 0.08373 -0.72749
H 6.42547 1.33461 -1.83818
C 4.18967 0.23015 -2.76693
H 4.60484 0.58967 -3.71741
H 4.74393 -0.67418 -2.47290
H 3.16705 -0.09690 -2.95825
C 4.05097 2.34105 1.75618
H 3.32181 3.16319 1.76484
H 4.43824 2.22330 2.78042
H 4.89263 2.63305 1.11649
C 2.21116 0.73772 2.26235
H 1.47643 1.56753 2.24857
H 1.75137 -0.24064 2.03827
H 2.57563 0.65134 3.30099
C 4.40193 -0.15226 1.54896
H 5.37487 0.03809 1.08999
H 4.57997 -0.25672 2.62936
H 4.03097 -1.11635 1.18332
C -4.03156 -1.75446 2.75642
H -4.42473 -2.54690 3.40665
H -3.13129 -1.34528 3.24036
H -4.78166 -0.95413 2.70039
C -2.57796 -3.40931 1.58968
H -2.33194 -3.95321 0.67028
H -1.66133 -2.94840 1.97689
H -2.92111 -4.14546 2.32809
C -4.92910 -3.08151 0.79141
H -5.14044 -3.96356 1.41129
H -5.82830 -2.45912 0.80557
H -4.76609 -3.43281 -0.23541
C -4.23387 0.62086 -1.77827
H -4.73716 -0.14732 -2.38345
H -4.75381 1.57243 -1.97430
H -3.20542 0.73429 -2.14531
C -3.96948 1.57783 0.54920
H -2.98347 1.99419 0.27286
H -4.72149 2.35801 0.35892
H -3.97415 1.37168 1.63277
C -5.77043 -0.08949 0.03195
H -6.08912 -0.95691 -0.56110
H -5.94514 -0.28537 1.09773
H -6.42638 0.75055 -0.25032
Eu -0.56173 0.31509 1.19874
N 0.36349 1.90761 -0.24475
C 1.11545 1.70104 -1.20892
C 0.67096 2.10512 -2.71457
C 1.57845 1.61692 -3.81387
C -0.67196 1.44371 -2.99574
C 0.49240 3.62606 -2.80257
H 2.60295 1.98083 -3.75410
H 1.58003 0.52732 -3.86094
H 1.17013 1.98055 -4.76781
H -1.43555 1.72915 -2.26224
H -1.01128 1.71698 -4.00776
H -0.56052 0.35441 -2.95399
H 0.08794 3.90442 -3.79052
H -0.20556 3.97435 -2.03301
H 1.43948 4.15671 -2.66195
C -1.03289 0.33755 4.18171
C -0.37534 -0.98843 4.04504
N 0.12989 -1.52931 2.93043
C 0.69440 -2.75673 3.31146
C 0.50015 -2.94149 4.65120
N -0.17032 -1.80570 5.09369
H -1.89169 0.45382 3.47832
H -1.44457 0.44303 5.19900
H -0.30466 1.15957 4.01990
H 1.19311 -3.40265 2.59903
H 0.78316 -3.74806 5.30680
H -0.45839 -1.61400 6.04985
*
```

Atomic partial charges in e from the Mulliken method, atoms 1 to 5: number 1, C, carries 0.3875; number 2, C, carries 0.3698; number 3, C, carries -0.5385; number 4, C, carries -0.3519; number 5, C, carries -1.2073

=====

This record from the OMol25 dataset describes a structure of composition C33H57NP2Sn at a distorted geometry. The level of theory is the ωB97M-V functional and the def2-TZVPD basis.

Orbital gap (alpha / beta), eV: 5.24 / 4.83
Energy above the lowest of the compared OMol25 structures with the same formula, charge and spin, kJ/mol: 810.9

```
! wB97M-V def2-TZVPD RIJCOSX def2/J DEFGRID3
* xyz 2 1
Sn 0.10927 1.32285 0.09667
C 1.72612 2.37464 -1.22720
C 2.20786 2.15070 0.16297
C 1.73638 -0.00826 -0.80075
C 1.43286 1.03237 -1.80085
C 2.27409 0.67441 0.39884
C 1.86844 3.70415 -1.98891
H 1.67602 4.56050 -1.34390
H 1.19075 3.77183 -2.83372
H 2.88101 3.80792 -2.37729
C 1.28178 0.65379 -3.28359
H 1.39220 1.52552 -3.92136
H 0.33995 0.14447 -3.48458
H 2.07720 -0.02414 -3.58982
C 2.11672 -1.43141 -1.24114
H 2.99530 -1.40264 -1.88483
H 1.31183 -1.89239 -1.81242
H 2.38688 -2.06735 -0.40190
C 2.98219 0.00329 1.58674
H 3.69065 0.68073 2.06184
H 3.54418 -0.87233 1.26415
H 2.27331 -0.31532 2.34646
C 2.94048 3.19770 1.01944
H 4.00838 3.18096 0.80292
H 2.81872 3.00894 2.08499
H 2.58614 4.20671 0.81839
C -1.88880 2.32231 0.07247
C -0.77250 3.32929 0.08804
C -0.47000 4.14325 1.35116
C -0.26038 3.26898 2.58380
C 0.17571 1.84779 2.20366
C -0.77325 0.73155 1.99741
C -2.28362 0.96507 2.12966
C -2.78248 2.12361 1.29495
H -1.26671 4.86618 1.53088
H -1.14278 3.24587 3.22257
H 0.42301 4.74017 1.17082
H -2.87625 3.03901 1.87653
H -2.42298 2.04542 -0.81558
H -0.47612 3.79762 -0.84043
H -3.80142 1.91011 0.96748
H -2.80084 0.06112 1.81058
H -0.42979 -0.06856 2.64178
H -2.55511 1.11126 3.17588
H 0.51057 3.72490 3.20668
H 1.08796 1.54483 2.71431
P -1.40119 1.39745 -5.60959
C -0.93350 1.75406 -7.41625
H -1.77895 2.14092 -7.98486
H -0.60865 0.84206 -7.91644
H -0.13095 2.48836 -7.47278
C -2.84805 0.29208 -6.13469
H -3.42495 0.74059 -6.94296
H -3.52784 0.11134 -5.30292
H -2.47053 -0.67106 -6.47864
C -2.40831 3.00509 -5.50260
H -3.07011 3.12223 -6.36064
H -1.73771 3.86390 -5.47281
H -3.03164 3.02649 -4.61004
P 0.34525 -4.29150 -0.10145
C 1.43757 -5.13654 1.18477
H 1.07879 -6.14142 1.40795
H 1.44118 -4.56268 2.11115
H 2.45995 -5.21520 0.81634
C -1.29032 -4.75146 0.74695
H -1.32725 -5.80893 1.00682
H -2.12411 -4.54106 0.07704
H -1.43454 -4.19450 1.67107
C 0.21136 -5.79921 -1.24970
H -0.18864 -6.67115 -0.73381
H 1.18319 -6.09154 -1.64222
H -0.44571 -5.56886 -2.08863
C 2.35465 -0.86480 4.79106
N 1.05353 -0.94784 4.07578
C -0.01470 -0.83643 5.08502
C 0.95016 -2.07672 3.06023
C -0.17344 -1.98103 1.90792
C -1.40196 -2.28832 2.57288
C -2.63360 -2.31066 1.91792
C -2.70675 -1.96353 0.57290
C -1.61799 -1.37084 -0.06351
C -0.37415 -1.19424 0.57462
H 2.42028 -1.59512 5.62537
H 2.47222 0.16222 5.21551
H 3.22839 -1.02325 4.13079
H -1.02024 -0.76619 4.64288
H 0.02554 -1.67600 5.81165
H 0.10542 0.12028 5.65156
H 1.92432 -2.30260 2.58420
H 0.80886 -3.00992 3.65032
H -1.42266 -2.65630 3.59700
H -3.50748 -2.64579 2.45524
H -3.66538 -2.00189 0.08753
H -1.82231 -0.84789 -0.98176
*
```

Atomic partial charges in e from the Mulliken method, atoms 1 to 5: number 1, Sn, carries 0.2408; number 2, C, carries -0.4812; number 3, C, carries 0.8486; number 4, C, carries 1.4469; number 5, C, carries 0.8334

=====

This record from the OMol25 dataset describes a structure of composition C33H58BIN3OP2RuS. The level of theory is the ωB97M-V functional and the def2-TZVPD basis.

<S²>: 6.030
Orbital gap (alpha / beta), eV: 9.03 / 6.28
Energy above the lowest of the compared OMol25 structures with the same formula, charge and spin, kJ/mol: 0.0

```
! wB97M-V def2-TZVPD RIJCOSX def2/J DEFGRID3
* xyz 3 5
Ru 0.30434 0.97475 0.42721
C -2.08319 -1.13026 4.47859
C -0.95843 -0.33812 3.79646
C -0.49551 0.79574 4.71686
C 0.20741 -1.29333 3.52345
P -1.47353 0.35828 2.14285
C -2.44602 -1.04119 1.38894
N -2.01214 -1.16042 0.01220
B -0.91149 -0.40806 -0.53813
N -0.77552 -0.89890 -1.90786
C 0.17343 -0.27070 -2.80035
P 0.35153 1.43831 -2.09724
C -1.01551 2.37121 -2.99104
C -1.24137 3.75309 -2.37147
C -2.32232 1.57465 -2.86236
C -0.69303 2.54397 -4.47957
C 2.07092 1.95817 -2.62665
C 3.02560 1.34082 -1.59986
C 2.21614 3.48140 -2.59455
C 2.44721 1.42643 -4.01594
C -1.70632 -1.83344 -2.14903
C -1.99996 -2.56653 -3.31345
C -3.02983 -3.45860 -3.23912
C -3.78586 -3.64900 -2.03062
C -3.52472 -2.94466 -0.88028
C -2.48367 -2.02001 -0.92831
C -2.70031 1.76248 2.26312
C -2.02608 3.00570 2.85603
C -3.95254 1.44125 3.08210
C -3.09728 2.06112 0.81115
H -1.74057 -1.38723 5.48287
H -2.29692 -2.07179 3.97261
H -3.00913 -0.57420 4.58627
H 0.05055 0.36201 5.55641
H -1.33802 1.34650 5.13166
H 0.17220 1.49848 4.21482
H 0.48687 -1.77547 4.46236
H 1.07138 -0.75865 3.13682
H -0.05401 -2.07822 2.81008
H -3.51695 -0.84104 1.45371
H -2.24267 -1.96373 1.93260
H -0.18020 -0.25387 -3.83139
H 1.13373 -0.79000 -2.77199
H -1.68507 3.67640 -1.37859
H -1.95687 4.29365 -2.99326
H -0.33373 4.35381 -2.32456
H -2.57596 1.34659 -1.82414
H -2.31108 0.65011 -3.44036
H -3.12952 2.18917 -3.26446
H 0.12410 3.24236 -4.64909
H -1.57795 2.95988 -4.96482
H -0.46402 1.60417 -4.98305
H 2.87100 1.76185 -0.60395
H 4.05352 1.56722 -1.88970
H 2.93871 0.25440 -1.54248
H 1.96490 3.89928 -1.61925
H 1.61312 3.97465 -3.35605
H 3.25928 3.73015 -2.79829
H 2.40925 0.33773 -4.07519
H 3.48166 1.71620 -4.21099
H 1.84200 1.84165 -4.81532
H -1.42762 -2.43372 -4.22126
H -3.29460 -4.04893 -4.10584
H -4.58880 -4.37409 -2.04059
H -4.10635 -3.09708 0.01814
H -1.88258 2.92295 3.93052
H -2.67373 3.86697 2.68168
H -1.05970 3.21110 2.39784
H -3.73639 1.37555 4.14622
H -4.46046 0.52918 2.76676
H -4.65926 2.26334 2.95137
H -2.22167 2.33497 0.21258
H -3.78973 2.90469 0.79621
H -3.59881 1.22087 0.32527
I 2.85433 1.34997 2.32859
C 2.07030 3.19174 1.75827
C 2.61602 4.37322 2.21796
C 2.00647 5.55752 1.82906
C 0.88623 5.49966 1.01306
C 0.42428 4.26666 0.59960
N 1.00741 3.10913 0.95428
H 3.48274 4.36759 2.86323
H 2.39921 6.50728 2.16736
H 0.37375 6.39725 0.69725
H -0.44514 4.18570 -0.03334
C 1.91627 -3.46464 -1.93025
C 2.18388 -3.53262 -0.43888
S 2.56640 -1.92724 0.27451
O 1.20714 -1.20558 0.39370
C 3.00769 -2.50016 1.92855
C 4.42928 -3.05057 1.96116
H 1.76775 -4.47289 -2.31426
H 2.75845 -3.02809 -2.46854
H 1.01496 -2.89295 -2.14294
H 3.06160 -4.14592 -0.22859
H 1.33903 -3.92826 0.12884
H 2.25265 -3.22005 2.24773
H 2.93004 -1.62000 2.56543
H 4.55710 -3.92979 1.33282
H 4.66549 -3.35033 2.98110
H 5.15502 -2.29762 1.65574
*
```

Atomic partial charges in e from the Mulliken method, atoms 1 to 5: number 1, Ru, carries -1.3466; number 2, C, carries -1.6206; number 3, C, carries 1.9927; number 4, C, carries -1.7698; number 5, C, carries -1.8589

=====

Among the records above, which one has the highest energy above the lowest of the compared OMol25 structures with the same formula, charge and spin?
C33H57NP2Sn

=====

What is the formula in the first record?
C33H57ClN2O2RuSi